{
  "formula": "C9H12N2S",
  "method": "ωB97M-V/def2-TZVPD",
  "de_lowest_kcal_mol": 76.58,
  "homo_energy_ev": -8.263,
  "orbital_gap_ev": 8.4887,
  "multiplicity": 1,
  "energy_ev": -23339.6705,
  "species": ["C", "C", "C", "C", "C", "C", "C", "C", "C", "N", "N", "S", "H", "H", "H", "H", "H", "H", "H", "H", "H", "H", "H", "H"],
  "xyz": [[0.13564, -0.33558, 0.32813], [-1.18804, 0.10192, 0.06205], [0.24187, -1.38089, 1.13237], [-2.16045, -0.63925, 0.70045], [0.89390, 1.25392, -1.04728], [1.40090, -2.16073, 1.63285], [-3.62989, -0.45968, 0.61676], [1.76764, 2.17962, -0.25671], [1.54979, 0.51985, -2.18011], [-1.40118, 1.17197, -0.77628], [-0.39251, 1.68802, -1.27463], [-1.42628, -1.89296, 1.62890], [2.30203, -1.55014, 1.60567], [1.22707, -2.49306, 2.65543], [1.56574, -3.04300, 1.01066], [-3.84607, 0.49283, 0.13769], [-4.08116, -1.25922, 0.02573], [-4.08300, -0.48325, 1.60731], [2.06055, 3.02567, -0.88238], [2.66626, 1.65861, 0.06196], [1.24316, 2.56929, 0.61402], [1.87204, 1.23801, -2.93805], [0.85888, -0.18230, -2.64417], [2.42311, -0.01967, -1.82037]],
  "nbo_charge": [-0.11, -0.08, -0.21, -0.12, 0.30, -0.64, -0.65, -0.66, -0.66, -0.08, -0.19, 0.37, 0.23, 0.22, 0.22, 0.24, 0.23, 0.23, 0.22, 0.23, 0.23, 0.22, 0.23, 0.23]
}

***

{
  "formula": "C23H26N12PbS3",
  "method": "ωB97M-V/def2-TZVPD",
  "de_lowest_kcal_mol": 0.00,
  "total_charge": 2,
  "homo_energy_ev": -12.833,
  "orbital_gap_ev": 8.4867,
  "multiplicity": 1,
  "energy_ev": -79899.2076,
  "species": ["Pb", "C", "N", "C", "C", "N", "C", "C", "C", "C", "C", "C", "N", "C", "N", "C", "C", "C", "C", "C", "C", "N", "H", "H", "H", "H", "H", "H", "H", "H", "H", "H", "H", "H", "H", "H", "H", "N", "N", "C", "N", "S", "H", "H", "H", "H", "H", "N", "C", "N", "C", "C", "S", "C", "C", "S", "C", "N", "N", "H", "H", "H", "H", "H", "H"],
  "xyz": [[0.35413, 0.38898, 0.43796], [-2.77198, -1.11737, -0.46077], [-1.91631, -1.06238, 0.72785], [-1.65792, -2.39315, 1.28480], [-0.47147, -3.00648, 0.60668], [0.48088, -2.31163, 0.03212], [1.42657, -3.24753, -0.38686], [2.62963, -3.07057, -1.06952], [3.37264, -4.19798, -1.35373], [2.93529, -5.47848, -0.97964], [1.74019, -5.67148, -0.31684], [0.99935, -4.53039, -0.03046], [-0.22331, -4.33682, 0.59468], [-2.39335, -0.07400, -1.46458], [-1.26735, 0.59733, -1.46256], [-1.29404, 1.39709, -2.61154], [-0.35773, 2.30167, -3.10844], [-0.67438, 2.95804, -4.28194], [-1.88564, 2.72855, -4.94958], [-2.81985, 1.83250, -4.46852], [-2.49575, 1.17542, -3.28911], [-3.16890, 0.23281, -2.52563], [-3.83131, -1.01159, -0.20785], [-2.65665, -2.09542, -0.93341], [-2.33862, -0.46890, 1.43214], [-2.52628, -3.05507, 1.20279], [-1.43348, -2.28986, 2.34596], [2.95540, -2.08667, -1.38305], [4.30980, -4.10147, -1.88518], [3.54818, -6.33492, -1.22502], [1.40269, -6.66091, -0.03824], [-0.81872, -5.05392, 0.97535], [0.57565, 2.48152, -2.59213], [0.02829, 3.66360, -4.70449], [-2.09047, 3.26451, -5.86614], [-3.75129, 1.65385, -4.98876], [-4.06975, -0.16644, -2.73316], [3.53031, 1.39900, 0.31909], [3.74164, 2.62530, -0.30991], [2.77420, 3.56182, -0.40229], [3.16770, 4.71683, -0.95092], [1.17476, 3.39066, 0.10928], [3.93203, 1.41290, 1.25114], [3.98746, 0.67522, -0.22186], [4.69832, 2.91152, -0.46476], [4.11259, 4.88868, -1.25483], [2.50245, 5.46806, -1.00863], [-2.25851, 3.17637, 0.04637], [-2.03646, 2.83322, 1.33461], [-1.31962, 1.79872, 1.73235], [-1.33821, 1.69398, 3.12345], [-2.07395, 2.63180, 3.75652], [-2.76619, 3.72193, 2.62267], [-0.58046, 0.61902, 3.76737], [-0.46557, 0.40016, 5.09619], [0.53567, -0.96834, 5.39571], [0.77072, -1.14809, 3.69409], [0.12275, -0.27057, 2.96510], [1.49936, -2.17148, 3.18116], [-1.63402, 2.81344, -0.65796], [-2.62305, 4.09542, -0.14400], [-2.23855, 2.75727, 4.81370], [-0.89715, 0.95350, 5.91367], [2.13680, -2.67155, 3.77671], [1.70078, -2.16724, 2.19281]],
  "mulliken_charge": [1.21, -0.88, -0.01, -1.45, 0.35, 0.25, 0.14, -0.82, -0.64, -0.48, -1.09, 0.84, -0.01, 0.00, 0.33, -0.44, -0.25, -0.71, -0.48, -1.10, 0.95, -0.07, 0.52, 0.38, 0.23, 0.49, 0.39, 0.45, 0.42, 0.41, 0.43, 0.23, 0.30, 0.44, 0.40, 0.43, 0.25, -0.47, -0.25, 0.66, -0.42, -0.39, 0.26, 0.27, 0.22, 0.19, 0.20, -0.19, 0.01, 0.64, -0.37, -0.43, -0.18, -0.23, -0.50, -0.19, 0.05, 0.55, -0.27, -0.01, 0.27, 0.44, 0.43, 0.26, 0.03]
}

***

{
  "formula": "C15H22N2O2",
  "method": "ωB97M-V/def2-TZVPD",
  "de_lowest_kcal_mol": 375.52,
  "homo_energy_ev": -7.817,
  "orbital_gap_ev": 7.5239,
  "multiplicity": 1,
  "energy_ev": -22971.9371,
  "species": ["C", "N", "C", "C", "C", "C", "C", "C", "O", "C", "N", "O", "H", "H", "H", "H", "H", "H", "H", "H", "H", "H", "H", "H", "C", "C", "C", "C", "C", "C", "C", "H", "H", "H", "H", "H", "H", "H", "H", "H", "H"],
  "xyz": [[2.10069, 1.69441, 1.93416], [0.97341, 2.41489, 1.19781], [-0.37502, 1.97482, 1.36960], [-0.71567, 0.63987, 1.18878], [-2.31821, 0.51082, 1.50598], [-2.55004, -0.90083, 0.97300], [-1.79019, -2.09316, 1.76720], [-2.31112, -3.36971, 0.77954], [-3.06624, -4.17425, 1.19047], [-1.57452, -3.64987, -0.37486], [-0.54342, -2.84893, -0.95601], [-0.01179, -2.96394, -2.13765], [0.40293, -2.17754, -2.03128], [-1.73527, -4.61101, -1.02826], [-2.36248, -2.14416, 2.55739], [-0.71696, -1.99594, 1.65242], [-3.71297, -1.02940, 1.16068], [-2.29056, -0.98068, -0.09986], [-2.79650, 1.06770, 0.85972], [-2.20415, 0.38208, 2.53413], [-0.46578, 0.48485, 0.07722], [0.17968, 0.00871, 1.79566], [-0.86017, 2.70211, 0.77179], [-0.30966, 2.30154, 2.53274], [1.29438, 2.86127, -0.48655], [1.44111, 1.59108, -1.18165], [2.56435, 0.95667, -1.08734], [2.72802, -0.27793, -2.25482], [1.75946, -0.46275, -2.85962], [0.51173, 0.23964, -2.80396], [0.41723, 1.31001, -2.11875], [-0.55684, 2.04082, -2.02323], [-0.32894, 0.00506, -3.54584], [1.67418, -1.21977, -3.56089], [3.61515, -0.73044, -2.10524], [3.56445, 0.99008, -0.76109], [0.51933, 3.59014, -0.67270], [2.57363, 3.21898, -0.06648], [2.24836, 0.73432, 1.47542], [3.20700, 2.28938, 1.73920], [1.82141, 1.62107, 3.09316]],
  "nbo_charge": [-0.44, -0.47, -0.22, -0.43, -0.43, -0.37, -0.48, 0.52, -0.51, -0.14, -0.08, -0.47, 0.50, 0.20, 0.21, 0.24, 0.19, 0.20, 0.22, 0.23, 0.20, 0.21, 0.19, 0.18, -0.21, -0.16, -0.19, -0.12, -0.30, -0.22, -0.17, 0.22, 0.22, 0.20, 0.21, 0.23, 0.22, 0.21, 0.18, 0.20, 0.22]
}

***

{
  "formula": "C4H10NO",
  "method": "ωB97M-V/def2-TZVPD",
  "de_lowest_kcal_mol": 48.95,
  "total_charge": 1,
  "homo_energy_ev": -14.115,
  "orbital_gap_ev": 9.0021,
  "multiplicity": 1,
  "energy_ev": -7839.1945,
  "species": ["C", "C", "C", "N", "C", "H", "H", "H", "H", "H", "H", "H", "H", "H", "H", "O"],
  "xyz": [[1.24122, 0.09878, -2.29404], [0.47240, -0.02230, -1.04243], [0.83150, 0.61914, 0.06592], [0.02411, 0.31504, 1.21774], [0.35959, 0.29215, 2.46602], [0.89230, 0.69350, -3.17055], [2.26668, 0.34765, -2.07171], [1.31189, -0.91922, -2.90308], [-0.14094, -0.91077, -1.09388], [1.54702, 1.44018, 0.24227], [-0.94179, 0.02462, 0.99211], [-0.13938, -0.42562, 3.14552], [1.16639, 0.99159, 2.72041], [-3.15467, -1.11064, 1.23555], [-3.21734, -0.59310, -0.07169], [-2.51898, -0.84100, 0.56183]],
  "nbo_charge": [-0.69, -0.11, -0.09, -0.42, 0.09, 0.27, 0.24, 0.25, 0.24, 0.24, 0.47, 0.24, 0.22, 0.49, 0.50, -0.96]
}